Entry 1:
ORCA calculation (the ωB97M-V functional and the def2-TZVPD basis) on a cluster of 2 separate species, C2H3NO2 in total.

Values from the calculation:
HOMO-LUMO gap (alpha / beta): 8.73 / 8.73 eV

Geometry as ORCA input:
```
! wB97M-V def2-TZVPD RIJCOSX def2/J DEFGRID3
* xyz 0 1
C -0.5760 -0.6946 -0.8678
C -0.2655 -0.7274 0.5017
N 1.5837 -1.0751 -0.4895
O 1.0532 -0.9740 0.7055
O 0.6578 -0.9778 -1.4008
H -1.0350 2.1152 0.1169
H -0.8491 -0.2902 1.3716
H -0.5690 2.6239 0.0623
*
```

***

Entry 2:
ORCA calculation (the ωB97M-V functional and the def2-TZVPD basis) on an isolated molecule of C2H3NO2.

Values from the calculation:
SMILES string: O=CNC=O
HOMO-LUMO gap: 11.04 eV

Geometry as ORCA input:
```
! wB97M-V def2-TZVPD RIJCOSX def2/J DEFGRID3
* xyz 0 1
O 2.2686 -0.1524 -0.3264
C 1.1127 0.1188 0.1493
N 0.0396 -0.7047 0.3051
C -1.0568 0.1566 0.0352
O -2.1770 -0.1517 -0.2626
H 0.8885 1.0949 0.3968
H -0.2705 -1.6764 -0.2625
H -0.8050 1.3150 -0.0349
*
```

***

Entry 3:
ORCA calculation (the ωB97M-V functional and the def2-TZVPD basis) on an isolated molecule of C2H3NO2S.

Values from the calculation:
SMILES string: O=CS/C=N\O
HOMO-LUMO gap: 10.78 eV

Geometry as ORCA input:
```
! wB97M-V def2-TZVPD RIJCOSX def2/J DEFGRID3
* xyz 0 1
O -2.6128 0.6157 0.1044
C -1.5073 0.3499 0.4532
S -0.4279 -0.6969 -0.5495
C 0.9880 -0.7611 0.5375
N 1.9776 0.0331 0.5014
O 1.9767 1.0413 -0.3997
H -1.0458 0.6989 1.3831
H 1.0370 -1.5284 1.2852
H 1.2158 0.9594 -0.9662
*
```

***

Entry 4:
ORCA calculation (the ωB97M-V functional and the def2-TZVPD basis) on an isolated molecule of C2H3NO2S.

Values from the calculation:
SMILES string: O=CN(O)C=S
HOMO-LUMO gap: 9.02 eV

Geometry as ORCA input:
```
! wB97M-V def2-TZVPD RIJCOSX def2/J DEFGRID3
* xyz 0 1
O -1.2565 0.8759 -1.7984
C -0.5198 1.0958 -0.7787
N -0.3241 0.0342 0.2126
O -0.8407 -1.1320 -0.3867
C 0.9380 -0.2228 0.6829
S 1.4649 -1.5999 1.2904
H 0.2552 1.8950 -0.6212
H -1.0063 -1.8028 0.4765
H 1.2893 0.8567 0.9226
*
```

***

Entry 5:
ORCA calculation (the ωB97M-V functional and the def2-TZVPD basis) on a cluster of 2 separate species, C2H3NO2S in total.

Values from the calculation:
SMILES string: N=C=S.O=CO
HOMO-LUMO gap: 10.17 eV

Geometry as ORCA input:
```
! wB97M-V def2-TZVPD RIJCOSX def2/J DEFGRID3
* xyz 0 1
N 1.2727 1.0629 -0.1543
C 2.1798 0.3162 0.0414
S 3.3062 -0.7842 -0.0250
H 1.0446 2.1064 0.1077
O -1.7270 0.7655 0.3076
C -1.3370 -0.3405 0.2374
O -1.7645 -1.3820 -0.3805
H -0.3613 -0.4600 0.7363
H -2.6135 -1.2843 -0.8705
*
```

***

Entry 6:
ORCA calculation (the ωB97M-V functional and the def2-TZVPD basis) on an isolated molecule of C2H3NO2S.

Values from the calculation:
SMILES string: O=CNSC=O
HOMO-LUMO gap: 10.27 eV

Geometry as ORCA input:
```
! wB97M-V def2-TZVPD RIJCOSX def2/J DEFGRID3
* xyz 0 1
O 0.4490 -1.6428 -0.6085
C -0.1176 -0.7431 -1.3465
N -0.1367 0.5959 -0.9106
S 0.8103 1.0339 0.4690
C 0.1075 0.3695 1.8041
O 0.7273 0.5724 2.8155
H -0.5991 -1.0384 -2.3165
H -0.4401 1.3447 -1.5201
H -0.8006 -0.4920 1.6136
*
```

***

For each record above, in turn, the calculated F_max values are 2.39 8.59 1.27 6.41 3.75 5.63 eV Å⁻¹.